10 unconnected molecules or ions with the total composition C44H74N2O20, computed with ωB97M-V with the def2-TZVPD basis set.

As for the orbital gap: 9.50 eV. The value obtained for the total energy is -3335.1500 a.u.

CARTESIAN COORDINATES (ANGSTROEM)
O 3.836347 -5.154207 1.529630
N 3.794429 -5.447055 0.351081
O 4.765459 -5.765301 -0.325692
C 2.519260 -5.384556 -0.346573
C 1.357596 -5.446628 0.398884
C 0.154626 -5.358912 -0.300929
C 0.087604 -5.113929 -1.647728
C 1.297425 -5.072128 -2.371646
C 2.518237 -5.281267 -1.702551
H 1.371627 -5.601431 1.434941
H -0.753858 -5.394180 0.268164
H -0.814924 -5.097500 -2.152285
H 1.281700 -4.969805 -3.442516
H 3.517709 -5.366692 -2.205637
O -1.972766 0.803145 1.642611
N -0.909235 0.262353 1.844529
O -0.357391 0.262725 2.923381
C -0.227387 -0.323871 0.671241
C 0.800725 -1.257419 0.858230
C 1.528580 -1.645353 -0.213314
C 1.206399 -1.123370 -1.463448
C 0.173665 -0.214462 -1.625251
C -0.571678 0.179387 -0.530081
H 1.034991 -1.527869 1.876799
H 2.421276 -2.270817 0.029029
H 1.846896 -1.422556 -2.282889
H -0.017716 0.236667 -2.608662
H -1.364217 0.924659 -0.721365
C -1.415404 -4.145500 -8.634791
C -0.747806 -3.837262 -7.288404
O -1.632719 -3.094774 -6.461969
C -1.108314 -2.636686 -5.315566
C -2.021014 -1.653523 -4.620098
O -0.019351 -3.010716 -4.958330
H -2.309034 -4.744369 -8.476456
H -0.697224 -4.678230 -9.260003
H -1.688212 -3.250315 -9.239288
H -0.366176 -4.722528 -6.769717
H 0.180667 -3.232609 -7.346953
H -1.832956 -1.571506 -3.548749
H -3.039075 -1.872680 -4.855731
H -1.807625 -0.662676 -4.968362
C -0.722055 -1.210040 5.882451
C -1.927495 -1.882874 5.274798
O -1.641086 -2.664500 4.067363
C -1.430555 -3.969697 4.253527
C -1.296463 -4.713733 2.937616
O -1.470257 -4.538026 5.331472
H -0.056512 -1.872646 6.427875
H -1.170087 -0.544513 6.559208
H -0.069598 -0.779880 5.101090
H -2.351906 -2.525548 6.061437
H -2.589394 -1.126300 4.912791
H -0.883242 -4.060610 2.177139
H -2.260483 -5.118692 2.659335
H -0.610436 -5.555171 3.074766
C 3.580387 3.161740 7.941068
C 2.340608 3.961959 7.816443
O 2.787762 5.341085 7.852519
C 1.772910 6.276082 7.889937
C 2.378612 7.611639 7.699320
O 0.596442 6.065449 8.049458
H 4.206134 3.286014 7.080229
H 3.429926 2.100431 8.123677
H 4.172191 3.490031 8.791610
H 1.712575 3.753737 6.927329
H 1.695811 3.815483 8.699214
H 1.633952 8.365657 7.939678
H 2.761552 7.771109 6.690349
H 3.226988 7.785958 8.366511
C -4.885332 -5.872720 -1.911784
C -3.864257 -5.965299 -0.829533
O -2.981404 -4.788957 -0.767017
C -3.403979 -3.778538 0.048380
C -2.650377 -2.479216 -0.281421
O -4.274444 -3.791368 0.917305
H -5.421382 -6.798957 -1.935736
H -4.392331 -5.662510 -2.847939
H -5.651739 -5.141877 -1.710262
H -4.318911 -6.146092 0.145034
H -3.208876 -6.817871 -1.087682
H -3.152639 -2.047780 -1.158504
H -1.567611 -2.603477 -0.564317
H -2.717279 -1.746470 0.537392
C 4.494261 1.658381 -0.401081
C 4.200995 2.744512 0.578600
O 5.190519 2.793375 1.611080
C 5.096542 3.746052 2.526916
C 6.196908 3.759284 3.524260
O 4.151857 4.498868 2.579180
H 5.554437 1.736772 -0.742401
H 3.839407 1.765182 -1.248864
H 4.287008 0.714902 0.098822
H 4.205859 3.720297 0.090823
H 3.198921 2.691873 1.032602
H 7.126676 4.253989 3.126557
H 6.532579 2.721044 3.764838
H 5.843491 4.437979 4.346553
C -0.169299 7.454129 -1.458133
C -1.216539 7.121023 -0.434095
O -0.616091 6.567578 0.786650
C -0.554147 5.229431 0.751088
C 0.013948 4.586585 2.041008
O -0.846123 4.597370 -0.251767
H 0.391918 8.352065 -1.206701
H -0.731045 7.638020 -2.387040
H 0.462168 6.627488 -1.697075
H -1.833499 7.862102 -0.022849
H -1.891302 6.342846 -0.803937
H 1.074246 4.325242 1.878068
H -0.522832 3.679895 2.248243
H -0.006862 5.331081 2.878086
C -6.901696 -0.391644 -1.266307
C -5.523263 -0.392706 -1.962978
O -4.946209 0.897969 -1.568029
C -3.914604 1.359726 -2.173834
C -3.580562 2.810462 -1.806444
O -3.289059 0.643077 -2.938331
H -7.410684 -1.305706 -1.596613
H -7.466960 0.488692 -1.641159
H -6.832591 -0.469116 -0.171087
H -4.852512 -1.174564 -1.659710
H -5.496582 -0.406145 -3.083382
H -2.504749 2.905356 -1.614709
H -3.989244 3.006132 -0.832845
H -3.818537 3.593140 -2.536212
C 2.891944 -0.739463 -5.175420
C 3.218006 0.482950 -4.396252
O 2.030587 1.325138 -4.364287
C 2.116872 2.444895 -3.692182
C 0.820248 3.223170 -3.723612
O 3.112965 2.765933 -3.043993
H 1.918258 -1.180471 -4.882006
H 3.608916 -1.466503 -4.871289
H 2.936482 -0.718280 -6.254919
H 3.541822 0.191322 -3.369176
H 4.000017 1.042842 -4.922625
H 0.161560 2.950890 -4.558374
H 1.005741 4.251436 -3.647695
H 0.342967 3.004770 -2.741575

Force components x, y, z for each atom (eV/Å):
O -0.16 -0.11 -0.14
N 1.08 -0.19 -0.37
O -0.27 0.12 0.55
C -0.59 -0.16 1.17
C -0.44 0.19 -1.72
C -0.01 0.34 1.21
C 2.99 -0.47 -0.24
C 0.18 -0.55 0.73
C 0.50 0.40 -1.94
H 0.12 -0.06 1.26
H -0.34 -0.19 0.12
H -1.70 0.37 -0.81
H 0.01 0.15 -0.19
H -1.32 0.30 0.30
O -0.59 0.04 -0.16
N 0.06 0.27 0.03
O 0.40 -0.43 0.05
C 0.32 -0.49 1.56
C -1.18 1.30 1.36
C 1.21 -0.70 0.05
C 0.67 -0.27 -0.32
C 0.44 -0.24 -0.90
C -0.83 1.18 -1.78
H 0.06 -0.21 0.03
H -0.87 0.36 -0.85
H -0.21 0.12 -0.28
H 0.02 -0.35 0.45
H 0.51 -0.56 0.66
C 0.38 0.71 0.09
C 1.18 0.35 -0.47
O -0.88 0.29 -0.01
C -0.11 -0.17 0.07
C 0.87 -0.38 0.28
O 0.29 0.31 0.55
H 0.00 -0.10 -0.11
H -0.10 -0.27 0.13
H 0.12 -0.38 0.79
H -0.60 -0.21 -0.06
H -0.47 -0.16 -0.57
H -0.08 -0.47 -0.08
H -0.69 -0.11 0.03
H 0.12 0.60 -0.53
C 1.17 -1.16 -1.56
C 0.66 -0.91 0.09
O 0.20 0.12 0.73
C -0.70 -1.10 0.57
C 0.88 0.06 0.54
O 0.29 0.73 -0.91
H -0.25 -0.40 0.21
H 0.01 1.48 0.92
H -0.65 0.45 0.48
H -0.31 0.14 -0.69
H -0.65 0.31 -0.08
H -0.21 0.12 -0.25
H -0.29 0.12 -0.15
H -0.15 0.10 0.10
C 0.75 -0.67 0.38
C -0.99 0.38 0.92
O -1.71 0.15 -0.44
C 0.69 -0.55 -0.05
C 0.21 1.28 0.36
O 0.79 -0.48 -0.14
H 0.36 -0.05 -0.62
H -0.36 -0.10 -0.28
H -0.06 0.28 0.16
H 0.56 0.25 0.29
H 0.10 -0.03 -0.35
H -0.07 0.06 -0.20
H -0.19 -0.22 -0.04
H -0.05 -0.31 -0.01
C -0.13 0.62 0.19
C 0.98 -0.49 0.38
O -1.53 -0.14 0.66
C -0.19 1.43 1.04
C 0.64 -0.23 -0.15
O 1.45 -0.96 -2.00
H -0.13 -0.78 -0.31
H -0.09 -0.03 -0.46
H -0.09 0.61 0.06
H 0.15 0.17 0.01
H -0.01 0.53 0.40
H 0.22 -0.07 0.14
H -1.08 -0.22 0.27
H -0.16 -0.49 -0.23
C 0.84 -0.21 0.50
C -0.82 1.51 0.03
O 0.85 -0.88 -0.15
C -0.99 0.25 -0.06
C 1.37 0.58 0.40
O -0.01 0.23 -0.07
H -0.81 -0.27 0.24
H -0.15 0.04 -0.28
H 0.33 -0.37 -0.22
H 0.08 0.07 -0.12
H 0.31 -0.35 -0.04
H -0.95 -0.39 0.01
H -0.55 0.92 0.30
H 0.46 -1.21 -0.41
C -1.24 1.05 -0.56
C 0.44 -1.95 0.56
O -0.25 -0.46 -0.21
C 0.88 -0.93 -0.03
C 0.30 1.71 -0.41
O 0.13 -0.05 0.94
H 0.16 -0.13 0.00
H 0.25 0.27 0.10
H 0.53 -0.60 0.26
H -0.47 1.72 0.01
H 0.19 0.24 -0.16
H -0.39 0.15 -0.11
H -0.34 -0.29 0.22
H -0.16 -0.84 -0.67
C 0.42 -0.58 -1.19
C -0.13 1.34 -0.29
O -2.27 -0.33 1.42
C 1.81 0.28 -1.51
C 0.99 -0.62 0.32
O 0.44 0.65 -0.13
H -0.15 0.21 0.03
H 0.26 -0.58 0.62
H 0.12 0.45 -0.45
H 0.12 -0.36 0.42
H -0.56 -0.01 0.93
H -0.02 -0.21 -0.38
H -0.69 0.36 0.24
H -0.34 -0.55 0.05
C -1.11 -1.18 0.32
C 0.07 0.52 -0.04
O 0.23 -1.12 -0.55
C 0.99 1.29 1.42
C -0.28 -1.57 0.88
O -1.39 -0.20 -1.06
H 0.35 0.35 -0.13
H 0.71 -0.81 0.11
H -0.07 0.60 -0.26
H -0.32 0.63 -0.67
H 0.03 0.04 0.56
H 0.27 0.10 0.36
H 0.40 1.51 -0.30
H -0.05 -0.13 -0.65